No. 1
The following is a DFT calculation (the ωB97M-V functional and the def2-TZVPD basis) of a molecular structure, C7H19N5 at a distorted geometry.

Geometry as XYZ:
```
31
Properties=species:S:1:pos:R:3:lowdin_charge:R:1
C -0.597 1.800 3.692 0.10
C 0.116 0.785 3.467 -0.16
C -0.489 1.112 0.151 -0.14
C -1.159 -1.089 -0.744 -0.12
C 0.652 1.152 -0.859 -0.07
C -0.092 -1.042 -1.793 -0.15
C -0.975 -0.536 1.760 -0.14
N -0.861 -0.253 0.444 -0.11
N 1.204 0.070 3.555 0.16
N -1.381 -1.705 2.161 0.12
N 0.183 0.402 -2.082 -0.03
N 1.538 -0.174 -4.116 0.13
H -0.465 2.170 4.682 0.11
H -1.304 2.228 3.025 0.09
H -0.140 1.556 1.058 0.09
H -1.323 1.667 -0.201 0.13
H -2.119 -0.842 -1.331 0.17
H -1.222 -2.176 -0.264 0.16
H 0.908 2.229 -1.210 0.18
H 1.576 0.660 -0.641 0.12
H 0.873 -1.430 -1.340 0.16
H -0.389 -1.555 -2.698 0.13
H 1.161 -0.952 3.482 0.13
H 2.184 0.416 3.806 0.19
H -1.637 -2.621 1.629 0.17
H -1.232 -1.876 3.135 0.10
H -0.626 0.849 -2.439 0.15
H 0.849 0.210 -2.994 0.04
H 1.228 -1.151 -4.179 0.09
H 1.028 0.249 -4.889 0.11
H 2.512 -0.151 -4.269 0.08
```

Summary:
relative energy (zero: lowest compared OMol25 entry of this formula, charge and spin) = 303.76 kJ/mol
DFT total energy = -14998.872 eV
total charge = +2
molar mass = 173.26 g/mol
HOMO-LUMO gap (alpha / beta) = 0.3364 / 0.3363 Eh
HOMO level (alpha / beta) = -15.60 / -15.60 eV

No. 2
The following is a DFT calculation (the ωB97M-V functional and the def2-TZVPD basis) of a molecular structure, C15H11AuCl3F6GeI2N3O5S2.

Geometry as XYZ:
```
49
Properties=species:S:1:pos:R:3:mulliken_spin:R:1
Au 0.767 0.078 -0.618 0.01
I 2.831 -5.503 4.209 0.06
C 2.826 -4.190 2.620 0.29
C 3.815 -3.201 2.537 -0.08
C 3.799 -2.319 1.489 0.19
I 5.193 -0.807 1.347 0.04
C 2.777 -2.392 0.451 0.07
O 2.768 -1.610 -0.510 0.30
C 1.744 -3.409 0.608 0.14
C 0.615 -3.447 -0.385 0.00
N -0.274 -2.287 -0.222 0.00
C -0.782 -2.067 1.122 -0.01
C 0.130 -1.217 1.993 0.00
C 0.286 -1.514 3.337 0.01
C 1.078 -0.707 4.135 -0.01
C 1.703 0.394 3.569 0.01
C 1.510 0.643 2.227 0.00
N 0.741 -0.146 1.459 0.01
C 1.801 -4.282 1.653 -0.05
H 4.580 -3.136 3.298 0.00
H 0.073 -4.391 -0.258 0.00
H 1.017 -3.414 -1.399 0.01
H -1.034 -2.326 -0.886 0.00
H -0.973 -3.001 1.662 0.00
H -1.739 -1.543 1.041 0.00
H -0.209 -2.386 3.746 0.00
H 1.210 -0.937 5.184 0.00
H 2.334 1.051 4.149 0.00
H 1.971 1.489 1.736 0.00
H 1.045 -5.051 1.758 0.00
Cl -2.357 0.005 -2.265 0.00
Ge -1.124 1.784 -2.232 0.00
Cl -1.705 3.135 -3.719 0.00
Cl 0.706 0.654 -2.901 0.00
F -2.422 2.775 2.953 0.00
C -2.618 2.189 1.790 0.00
F -1.925 1.055 1.736 0.00
F -3.898 1.939 1.606 0.00
S -2.049 3.310 0.436 0.00
O -2.191 2.403 -0.756 0.00
O -2.882 4.452 0.393 0.00
N -0.561 3.513 0.820 0.00
S 0.567 3.757 -0.231 0.00
O 1.858 3.536 0.310 0.00
O 0.275 3.041 -1.495 0.00
C 0.435 5.556 -0.703 0.00
F -0.549 5.692 -1.579 0.00
F 0.172 6.253 0.384 0.00
F 1.579 5.935 -1.233 0.00
```

Summary:
relative energy (zero: lowest compared OMol25 entry of this formula, charge and spin) = 14.24 kJ/mol
DFT total energy = -182388.413 eV
multiplicity = 2
⟨S²⟩ = 0.7876
total charge = +1
molar mass = 1121.14 g/mol
HOMO-LUMO gap (alpha / beta) = 0.2612 / 0.2433 Eh
HOMO level (alpha / beta) = -11.13 / -11.94 eV

No. 3
The following is a DFT calculation (the ωB97M-V functional and the def2-TZVPD basis) of C5H10O in the gas phase at a distorted geometry.

Geometry as XYZ:
```
16
Properties=species:S:1:pos:R:3:lowdin_charge:R:1
O 2.327 -0.078 -0.276 -0.10
C 0.999 -0.006 0.337 -0.40
C 0.119 1.202 -0.035 -0.20
C -1.335 0.680 -0.223 -0.20
C -1.150 -0.929 0.068 -0.23
C 0.255 -1.257 -0.261 -0.19
H 2.945 0.586 0.157 0.11
H 1.168 -0.245 1.425 0.15
H 0.169 1.994 0.864 0.13
H 0.516 1.689 -1.064 0.15
H -1.723 0.983 -1.319 0.13
H -2.003 1.186 0.662 0.13
H -2.091 -1.483 -0.457 0.14
H -1.299 -1.065 1.225 0.12
H 0.702 -2.128 0.254 0.12
H 0.401 -1.130 -1.354 0.13
```

Summary:
relative energy (zero: lowest compared OMol25 entry of this formula, charge and spin) = 180.24 kJ/mol
SMILES = OC1CCCC1
DFT total energy = -7392.897 eV
molar mass = 86.13 g/mol
HOMO-LUMO gap = 0.4132 Eh
HOMO level = -10.27 eV

No. 4
The following is a DFT calculation (the ωB97M-V functional and the def2-TZVPD basis) of C4H10ClN in the gas phase at a distorted geometry.

Geometry as XYZ:
```
16
Properties=species:S:1:pos:R:3:lowdin_charge:R:1
C 1.334 -0.764 -1.746 -0.08
C 0.707 0.318 -0.572 -0.18
C -0.629 0.232 0.273 -0.53
N -0.751 1.608 0.772 -0.02
C -0.610 -0.661 1.540 -0.48
Cl -0.486 -2.446 0.833 0.41
H 0.536 -0.787 -2.657 0.09
H 1.188 -1.927 -1.209 0.08
H 2.266 -0.468 -2.131 0.00
H 1.498 0.739 0.096 0.11
H 0.287 1.215 -1.037 0.07
H -1.637 -0.157 -0.071 0.13
H -1.710 1.964 1.161 0.13
H -0.496 2.312 0.163 0.02
H 0.200 -0.538 2.519 0.15
H -1.697 -0.639 2.067 0.10
```

Summary:
relative energy (zero: lowest compared OMol25 entry of this formula, charge and spin) = 336.58 kJ/mol
SMILES = CC[C@H](N)CCl
DFT total energy = -18319.555 eV
molar mass = 107.58 g/mol
HOMO-LUMO gap = 0.3849 Eh
HOMO level = -9.55 eV

> Number 4 is which compound?

C4H10ClN

> Number 4 is which compound?

C4H10ClN

> Which value of DFT total energy does entry 3 give?

-7392.897 eV